(1)
Here is a 7-piece molecular cluster, C36H62BBrCl2NO21P2 overall from the Open Molecules 2025 dataset. Energies are from ωB97M-V with the def2-TZVPD basis set.

net charge: +1
2S+1: 1
LUMO: -2.8 eV

Geometry as XYZ:
```
126
Properties=species:S:1:pos:R:3:lowdin_charge:R:1
C 8.46 0.87 0.87 -0.15
C 7.41 0.37 1.88 -0.40
P 5.85 -0.16 1.08 1.06
C 6.25 -1.84 0.44 -0.38
C 7.25 -1.80 -0.73 -0.14
C 4.79 -0.56 2.58 -0.41
C 3.63 0.41 2.64 -0.21
N 2.67 0.26 1.47 -0.20
B 3.12 1.19 0.25 -0.63
C 3.35 0.67 -1.20 0.03
O 3.27 2.49 0.59 0.12
P 1.01 0.77 2.16 0.71
O 0.47 1.39 0.74 -0.33
Br 1.45 2.64 3.23 0.51
C 2.64 -1.23 1.08 -0.32
C 1.47 -1.68 0.17 -0.63
Cl 2.17 -3.07 -0.71 0.70
C 0.07 -1.98 0.76 -0.76
C -0.02 -2.62 2.13 -0.14
Cl -0.90 -2.97 -0.37 0.65
C 2.99 -2.09 2.29 -0.16
O 4.35 -1.91 2.65 -0.11
H 9.17 0.08 0.62 0.07
H 7.99 1.17 -0.08 0.06
H 9.00 1.72 1.27 0.07
H 7.79 -0.46 2.48 0.09
H 7.15 1.19 2.57 0.08
H 5.31 -2.30 0.12 0.06
H 6.65 -2.44 1.27 0.09
H 8.27 -1.95 -0.37 0.07
H 7.05 -2.63 -1.42 0.07
H 7.22 -0.88 -1.30 0.06
H 5.39 -0.37 3.48 0.14
H 3.99 1.44 2.67 0.11
H 3.07 0.24 3.57 0.10
H 4.40 0.85 -1.40 0.08
H 2.79 1.31 -1.89 0.07
H 3.16 -0.38 -1.41 0.05
H 2.59 3.09 0.29 0.10
H -0.48 1.27 0.70 0.08
H 3.51 -1.30 0.43 0.07
H 1.36 -0.91 -0.60 0.09
H -0.48 -1.03 0.74 0.06
H 0.34 -1.97 2.93 0.05
H 0.55 -3.55 2.15 0.09
H -1.05 -2.88 2.34 0.06
H 2.85 -3.14 2.03 0.13
H 2.34 -1.88 3.14 0.12
C -2.23 -7.32 4.54 -0.01
C -1.76 -6.05 5.19 -0.30
C -2.69 -5.54 6.27 -0.08
O -2.50 -4.12 6.21 0.07
C -2.13 -3.82 4.95 -0.58
O -2.09 -2.71 4.50 0.13
O -1.81 -4.93 4.27 0.08
H -2.22 -8.14 5.26 0.10
H -3.25 -7.15 4.21 0.06
H -1.61 -7.59 3.69 0.09
H -0.73 -6.12 5.55 0.16
H -2.45 -5.91 7.27 0.13
H -3.74 -5.76 6.04 0.12
C 0.47 2.94 -2.73 -0.01
C 1.35 4.16 -2.62 -0.31
C 1.90 4.71 -3.92 -0.07
O 3.15 5.28 -3.48 0.09
C 3.57 4.61 -2.40 -0.56
O 4.65 4.68 -1.90 0.18
O 2.57 3.82 -1.92 0.03
H -0.46 3.18 -3.25 0.10
H 0.97 2.14 -3.27 0.09
H 0.22 2.57 -1.74 0.07
H 0.86 4.95 -2.04 0.16
H 1.29 5.48 -4.38 0.13
H 2.11 3.93 -4.65 0.13
C -6.15 -3.08 5.45 -0.01
C -6.60 -4.22 4.59 -0.31
C -7.70 -5.09 5.17 -0.07
O -7.42 -6.37 4.57 0.08
C -6.11 -6.42 4.30 -0.57
O -5.50 -7.40 3.99 0.15
O -5.55 -5.20 4.43 0.06
H -6.96 -2.36 5.58 0.10
H -5.84 -3.43 6.44 0.07
H -5.30 -2.56 4.99 0.09
H -6.87 -3.88 3.59 0.16
H -8.71 -4.78 4.91 0.14
H -7.61 -5.19 6.26 0.13
C -1.60 7.97 -8.05 -0.02
C -0.15 7.60 -7.87 -0.31
C 0.58 7.19 -9.13 -0.07
O 1.57 6.28 -8.62 0.08
C 1.09 5.74 -7.49 -0.57
O 1.58 4.81 -6.92 0.14
O -0.01 6.40 -7.08 0.08
H -1.68 8.86 -8.68 0.09
H -2.14 7.16 -8.54 0.09
H -2.07 8.17 -7.09 0.09
H 0.39 8.39 -7.35 0.16
H 1.06 8.01 -9.65 0.14
H -0.07 6.65 -9.82 0.12
C -3.61 -6.87 10.90 -0.02
C -4.05 -5.54 10.35 -0.33
C -4.65 -4.57 11.36 -0.08
O -5.54 -3.81 10.54 0.07
C -5.91 -4.57 9.49 -0.57
O -6.78 -4.32 8.73 0.15
O -5.14 -5.69 9.43 0.08
H -2.79 -6.74 11.60 0.09
H -4.44 -7.36 11.40 0.09
H -3.27 -7.52 10.09 0.09
H -3.23 -5.05 9.81 0.15
H -3.93 -3.91 11.84 0.14
H -5.23 -5.10 12.12 0.14
C -2.63 6.26 -14.94 -0.02
C -1.84 6.66 -13.72 -0.32
C -2.21 5.95 -12.43 -0.08
O -1.90 6.95 -11.44 0.03
C -2.00 8.17 -12.03 -0.57
O -1.99 9.19 -11.43 0.17
O -2.11 8.04 -13.36 0.09
H -2.43 5.22 -15.19 0.09
H -3.69 6.39 -14.76 0.09
H -2.35 6.88 -15.79 0.09
H -0.77 6.58 -13.90 0.16
H -1.64 5.05 -12.24 0.14
H -3.28 5.74 -12.37 0.14
```



(2)
Here is a 3-piece molecular cluster, C36H62BrClN6O9S2 overall from the Open Molecules 2025 dataset. Energies are from ωB97M-V with the def2-TZVPD basis set.

SMILES: CCOCCc1c(N)c(OCCNC[C@@H](C)O)c2c(c1CC(N)(N)N)N(COCC)c1c(Br)cc(CC(=O)Cl)c(S)c1S2.COCCOC.COCCOC
2S+1: 1
LUMO: 0.2 eV

Geometry as XYZ:
```
117
Properties=species:S:1:pos:R:3:lowdin_charge:R:1
C 3.35 -3.77 3.71 -0.06
C 1.80 -3.67 3.66 -0.28
O 1.49 -2.37 3.19 -0.19
C 0.22 -2.31 2.54 -0.21
C -0.43 -0.95 2.90 -0.09
C -0.68 0.05 1.77 -0.09
C -1.93 -0.03 1.13 -0.18
N -2.88 -1.04 1.49 0.11
C -2.27 0.88 0.14 -0.26
O -3.47 0.92 -0.53 -0.09
C -3.78 -0.26 -1.27 -0.16
C -4.99 -1.03 -0.70 -0.21
N -4.82 -2.45 -1.00 -0.08
C -5.81 -3.26 -0.31 -0.18
C -5.50 -4.77 -0.44 -0.41
C -6.22 -5.36 -1.67 -0.05
O -4.12 -5.07 -0.52 -0.05
C -1.35 1.85 -0.20 -0.33
C -0.10 1.98 0.38 -0.18
C 0.23 1.04 1.38 -0.10
C 1.59 1.09 2.04 -0.04
C 2.62 0.30 1.18 -0.61
N 3.01 1.03 -0.04 0.05
N 2.11 -1.02 0.76 0.08
N 3.86 0.10 1.93 0.10
N 0.84 3.05 0.05 -0.01
C 0.36 4.28 0.78 -0.16
O -0.32 3.94 1.97 -0.13
C -1.57 4.60 2.09 -0.27
C -2.09 4.51 3.53 -0.06
C 0.86 3.39 -1.34 -0.28
C 2.07 3.77 -1.93 -0.56
Br 3.71 3.92 -0.98 0.79
C 2.13 4.10 -3.26 -0.14
C 1.03 4.07 -4.10 -0.25
C 1.21 4.41 -5.56 -0.12
C 1.94 3.30 -6.33 -0.71
O 1.47 2.73 -7.28 0.05
Cl 3.62 2.82 -5.83 0.65
C -0.19 3.73 -3.52 -0.54
S -1.67 3.73 -4.52 0.81
C -0.25 3.40 -2.18 -0.44
S -1.83 3.00 -1.47 1.07
H 3.71 -2.74 3.82 0.06
H 3.70 -4.31 4.60 0.07
H 3.71 -4.20 2.77 0.07
H 1.36 -4.48 3.07 0.12
H 1.46 -3.82 4.70 0.12
H 0.30 -2.49 1.46 0.11
H -0.39 -3.12 2.97 0.11
H 0.18 -0.49 3.68 0.11
H -1.39 -1.20 3.37 0.10
H -2.44 -1.94 1.62 0.09
H -3.42 -0.77 2.30 0.11
H -4.09 0.07 -2.27 0.13
H -2.91 -0.93 -1.34 0.12
H -5.09 -0.90 0.39 0.09
H -5.93 -0.65 -1.13 0.12
H -3.87 -2.72 -0.74 0.10
H -6.77 -3.07 -0.82 0.12
H -5.85 -2.97 0.75 0.12
H -5.89 -5.30 0.45 0.14
H -5.99 -6.43 -1.78 0.08
H -5.81 -4.86 -2.56 0.07
H -7.30 -5.21 -1.63 0.08
H -3.78 -4.71 -1.36 0.08
H 1.95 2.13 2.08 0.12
H 1.59 0.70 3.06 0.11
H 3.65 0.40 -0.52 0.08
H 2.19 1.05 -0.64 0.06
H 2.86 -1.67 0.55 0.08
H 1.44 -0.95 0.01 0.08
H 4.63 -0.08 1.29 0.08
H 3.74 -0.77 2.45 0.07
H 1.20 4.92 1.06 0.14
H -0.34 4.85 0.15 0.12
H -2.33 4.15 1.43 0.11
H -1.49 5.67 1.83 0.12
H -2.65 3.58 3.71 0.07
H -2.77 5.34 3.76 0.07
H -1.23 4.55 4.21 0.08
H 3.08 4.38 -3.71 0.08
H 1.86 5.29 -5.66 0.13
H 0.29 4.63 -6.09 0.09
H -1.32 3.00 -5.61 -0.11
C -2.06 -2.95 -6.91 -0.11
O -3.25 -3.71 -7.03 -0.19
C -3.18 -4.97 -6.38 -0.20
C -3.88 -4.95 -5.04 -0.21
O -3.22 -4.09 -4.12 -0.20
C -3.86 -2.82 -4.00 -0.11
H -2.29 -1.93 -7.19 0.09
H -1.68 -2.96 -5.88 0.08
H -1.29 -3.34 -7.58 0.09
H -2.14 -5.29 -6.27 0.13
H -3.68 -5.70 -7.03 0.13
H -3.85 -5.96 -4.61 0.13
H -4.93 -4.67 -5.15 0.13
H -4.75 -2.92 -3.38 0.06
H -4.12 -2.40 -4.97 0.09
H -3.16 -2.14 -3.50 0.08
C 8.43 1.39 4.91 -0.11
O 7.56 1.55 6.01 -0.19
C 7.31 2.91 6.33 -0.21
C 5.97 3.36 5.79 -0.21
O 5.95 3.36 4.37 -0.19
C 5.30 2.22 3.82 -0.12
H 8.37 0.35 4.57 0.09
H 8.16 2.04 4.08 0.08
H 9.47 1.59 5.21 0.09
H 8.11 3.55 5.95 0.12
H 7.29 2.99 7.42 0.12
H 5.79 4.40 6.11 0.12
H 5.16 2.74 6.18 0.13
H 4.21 2.32 3.91 0.08
H 5.61 1.30 4.32 0.08
H 5.56 2.15 2.77 0.08
```



Number 1: strongest force on any atom 1.154 eV Å⁻¹, energy -197165.7751 eV, orbital gap 8.2655 eV. Number 2: strongest force on any atom 2.072 eV Å⁻¹, energy -169936.8841 eV, orbital gap 8.3509 eV.